{"formula": "C54H129N3O12", "method": "ωB97M-V/def2-TZVPD", "species": ["C", "C", "C", "C", "C", "C", "C", "C", "C", "N", "O", "H", "H", "H", "H", "H", "H", "H", "H", "H", "H", "H", "H", "H", "H", "H", "H", "H", "H", "H", "C", "C", "C", "C", "C", "C", "C", "C", "C", "N", "O", "H", "H", "H", "H", "H", "H", "H", "H", "H", "H", "H", "H", "H", "H", "H", "H", "H", "H", "H", "C", "C", "C", "C", "C", "C", "C", "C", "C", "N", "O", "H", "H", "H", "H", "H", "H", "H", "H", "H", "H", "H", "H", "H", "H", "H", "H", "H", "H", "H", "C", "C", "C", "O", "H", "H", "H", "H", "H", "H", "H", "H", "C", "C", "C", "O", "H", "H", "H", "H", "H", "H", "H", "H", "C", "C", "C", "O", "H", "H", "H", "H", "H", "H", "H", "H", "C", "C", "C", "O", "H", "H", "H", "H", "H", "H", "H", "H", "C", "C", "C", "O", "H", "H", "H", "H", "H", "H", "H", "H", "C", "C", "C", "O", "H", "H", "H", "H", "H", "H", "H", "H", "C", "C", "C", "O", "H", "H", "H", "H", "H", "H", "H", "H", "C", "C", "C", "O", "H", "H", "H", "H", "H", "H", "H", "H", "C", "C", "C", "O", "H", "H", "H", "H", "H", "H", "H", "H"], "coordinates": [[1.076109, -5.074080, -5.635850], [1.351469, -5.945900, -4.460520], [2.816609, -5.607880, -4.033910], [0.360609, -5.690980, -3.299390], [-1.112081, -6.132130, -3.433770], [-1.130971, -7.723960, -3.740100], [-0.156821, -8.092490, -4.841390], [0.008849, -9.603720, -4.668310], [-0.834161, -7.848150, -6.224560], [1.243619, -7.448600, -4.684310], [2.181589, -7.931920, -5.565980], [0.072499, -5.069990, -6.061120], [1.669319, -5.217430, -6.538990], [1.116139, -4.016350, -5.375650], [3.342689, -5.607750, -4.988560], [3.260499, -6.385970, -3.412920], [2.700809, -4.671590, -3.487970], [0.846199, -6.271630, -2.515080], [0.431129, -4.777580, -2.708780], [-1.558331, -5.517230, -4.215340], [-1.574701, -5.901010, -2.474260], [-2.155371, -8.039200, -3.938440], [-0.833631, -8.171630, -2.791790], [0.648479, -10.018850, -5.447180], [0.402939, -9.676000, -3.654620], [-0.949141, -10.122920, -4.640350], [-1.338981, -6.894450, -6.378560], [-0.086741, -7.808930, -7.016980], [-1.603321, -8.596330, -6.416160], [3.009549, -7.951990, -5.080520], [-7.945551, -2.675460, 1.172900], [-7.307811, -2.390960, 2.562200], [-6.419381, -1.133490, 2.462150], [-8.429971, -1.964820, 3.592850], [-8.128741, -2.172840, 5.121530], [-7.468581, -3.536690, 5.345670], [-6.247161, -3.833510, 4.417210], [-5.086161, -2.886570, 4.964770], [-5.719021, -5.282730, 4.624350], [-6.610731, -3.606610, 2.987570], [-5.527161, -3.935900, 2.195320], [-8.450721, -3.641310, 1.178820], [-8.642251, -1.928660, 0.792110], [-7.181331, -2.772650, 0.401780], [-6.495691, -0.497010, 3.343720], [-5.382901, -1.352340, 2.205430], [-6.697311, -0.525260, 1.601390], [-8.503001, -0.878910, 3.533230], [-9.409521, -2.355320, 3.317010], [-7.583841, -1.305360, 5.493890], [-9.102791, -2.150610, 5.610240], [-8.201121, -4.332690, 5.212000], [-7.232921, -3.726740, 6.392780], [-5.322801, -1.825720, 5.046510], [-4.251471, -3.031140, 4.278850], [-4.667281, -3.034910, 5.960080], [-6.508081, -6.030430, 4.544210], [-5.162231, -5.363040, 5.557970], [-4.927921, -5.588970, 3.939890], [-4.834241, -3.398200, 2.585620], [2.715729, 3.422270, -0.891270], [2.122879, 2.044860, -0.964390], [1.759089, 1.757480, -2.432940], [3.314749, 1.230180, -0.381060], [2.794859, -0.104360, 0.072230], [1.747629, 0.111930, 1.119470], [0.497439, 0.876460, 0.702030], [-0.511831, -0.020270, -0.109580], [-0.242911, 1.309980, 2.038400], [0.924389, 1.961890, -0.122550], [-0.044971, 2.760590, -0.503310], [3.675839, 3.533070, -1.395270], [2.051989, 4.177570, -1.312100], [2.931959, 3.780400, 0.115250], [2.589059, 1.486490, -3.085470], [0.967979, 1.014860, -2.536760], [1.158439, 2.579890, -2.821500], [3.888449, 0.960270, -1.267700], [3.824209, 1.792220, 0.401660], [2.262349, -0.634050, -0.717670], [3.631379, -0.658110, 0.498480], [2.240979, 0.498540, 2.011230], [1.336579, -0.874200, 1.335530], [-0.238831, -0.320430, -1.121250], [-1.441041, 0.503600, -0.333720], [-0.711271, -0.865100, 0.549660], [-0.399461, 0.458310, 2.700410], [-1.214471, 1.736150, 1.788290], [0.313849, 1.881450, 2.781050], [-0.368221, 2.405740, -1.334690], [-2.756841, 7.315480, -3.038410], [-1.996661, 7.864480, -4.294960], [-1.338461, 6.783670, -5.090210], [-2.813501, 8.622930, -5.118060], [-2.052361, 6.859790, -2.342600], [-3.418021, 6.494980, -3.317200], [-3.380371, 7.964770, -2.423810], [-1.226441, 8.545620, -3.933160], [-0.613161, 7.140640, -5.821380], [-1.994031, 6.194100, -5.731100], [-0.831371, 5.978530, -4.558500], [-3.058771, 9.317070, -4.501940], [8.386249, 7.064370, -1.774770], [8.428479, 7.643120, -3.254070], [7.224879, 7.221120, -4.062560], [8.613019, 9.085000, -3.042790], [8.303539, 5.986090, -1.911000], [7.521239, 7.441620, -1.229310], [9.303509, 7.313430, -1.241190], [9.258259, 7.206370, -3.809780], [7.529919, 7.642300, -5.020500], [6.402209, 7.882710, -3.791220], [6.828439, 6.206010, -4.040160], [7.918679, 9.526500, -2.548250], [6.375879, -4.750450, 2.875310], [6.654599, -5.185120, 4.350990], [7.546909, -6.452690, 4.558960], [7.361299, -4.012650, 4.813750], [5.639939, -3.946410, 2.879490], [5.998899, -5.547590, 2.234570], [7.195569, -4.303680, 2.312630], [5.782219, -5.294200, 4.995330], [8.529029, -6.173250, 4.177570], [7.185359, -7.271790, 3.937300], [7.627649, -6.816320, 5.583330], [6.780569, -3.279120, 4.598620], [-5.630201, -1.160060, -4.993690], [-5.604451, 0.107820, -4.180020], [-4.233791, 0.699540, -4.360270], [-6.512851, 1.097320, -4.465030], [-5.125121, -1.148310, -5.959540], [-6.689131, -1.380970, -5.127730], [-5.169771, -2.056150, -4.577600], [-5.726251, -0.217350, -3.146810], [-3.448071, 0.045780, -3.981680], [-4.123141, 1.724510, -4.006290], [-3.952821, 0.780520, -5.410320], [-6.311081, 1.344280, -5.370510], [5.573679, 4.360910, 4.409330], [5.707439, 5.907740, 4.313750], [7.183659, 6.279320, 4.074660], [4.922829, 6.434380, 3.295000], [4.528099, 4.053270, 4.423980], [6.037619, 3.922830, 5.293040], [6.010539, 3.914170, 3.516210], [5.303059, 6.225650, 5.274750], [7.304309, 7.346780, 3.890110], [7.530949, 5.813480, 3.152450], [7.763849, 5.959710, 4.940310], [4.007749, 6.144210, 3.291240], [0.030959, 7.426820, 4.125950], [-0.554381, 6.192090, 3.396420], [-1.976901, 6.399540, 2.795930], [0.295099, 5.969040, 2.376370], [0.572159, 8.201460, 3.582690], [0.751829, 7.081890, 4.867210], [-0.727461, 7.931890, 4.724130], [-0.418451, 5.416620, 4.150250], [-2.744941, 6.455780, 3.567330], [-2.082021, 5.521460, 2.158720], [-2.014621, 7.204800, 2.062300], [-0.050651, 5.321480, 1.757720], [-6.490641, 3.946620, 7.617180], [-5.183991, 3.245000, 8.021720], [-4.026741, 3.274500, 7.081200], [-4.801731, 3.940250, 9.222210], [-6.862411, 3.514070, 6.688320], [-6.279031, 4.955290, 7.262330], [-7.278571, 4.055640, 8.362430], [-5.459201, 2.214310, 8.245400], [-3.102591, 3.420190, 7.640490], [-4.066341, 4.018300, 6.285410], [-3.906371, 2.263210, 6.692720], [-4.284771, 3.344040, 9.768930], [4.720179, 4.335750, -9.456420], [4.131479, 3.432520, -8.330370], [3.584279, 2.145170, -8.997900], [4.998989, 3.012500, -7.326450], [3.846109, 4.736660, -9.969620], [5.405089, 3.867080, -10.163050], [5.307029, 5.132440, -8.999270], [3.387459, 4.059850, -7.839450], [4.097459, 1.214240, -8.756850], [3.629569, 2.155950, -10.086910], [2.541539, 2.042070, -8.697610], [5.825569, 3.283480, -7.732560], [-0.380441, -6.295000, 3.752670], [0.236919, -7.387370, 4.510230], [1.391379, -8.093940, 3.870190], [0.651469, -6.823650, 5.730690], [-1.060251, -5.685630, 4.348190], [-0.964691, -6.762230, 2.959920], [0.381669, -5.599050, 3.402030], [-0.563921, -8.113320, 4.650850], [1.075209, -8.580740, 2.947600], [1.842639, -8.883520, 4.471040], [2.195889, -7.435930, 3.541740], [0.783829, -7.370560, 6.508490]], "forces_ev_per_angstrom": [[-1.247, 1.223, -1.730], [-0.513, -1.097, 0.402], [-1.503, -0.932, -0.403], [0.630, -0.957, 1.325], [1.355, -1.250, -0.555], [0.279, 3.361, 1.181], [0.239, -0.224, -1.468], [0.486, 0.405, 0.239], [0.452, 0.648, -0.142], [-2.330, 1.024, 2.453], [0.144, -0.157, -1.716], [-0.462, -0.748, 0.385], [0.573, -0.242, 0.320], [0.670, 0.128, 0.299], [0.515, 0.713, 0.358], [-0.163, 0.075, 0.296], [0.806, 0.138, -0.302], [-0.306, -0.938, 0.239], [0.019, 1.049, -1.155], [-0.375, -0.248, -0.074], [-0.328, -0.158, -0.151], [0.160, -0.159, -0.376], [0.109, -0.174, -0.005], [0.078, -0.182, 0.296], [0.557, -0.623, -0.189], [-0.104, 0.170, -0.311], [-0.067, 0.273, 0.668], [0.094, -0.630, -0.072], [0.255, -0.229, -0.077], [-0.023, -0.247, 0.277], [0.364, -0.535, 0.056], [-0.749, 1.186, 0.149], [0.543, 0.070, -0.711], [0.505, -0.031, 0.474], [-0.291, -0.745, -1.366], [-0.119, -0.677, -0.346], [0.396, 0.900, 1.789], [-0.018, 0.146, -0.945], [0.118, 0.242, -0.235], [-1.289, -0.883, 1.990], [0.281, 0.287, -0.542], [-0.143, 0.013, 0.222], [-0.003, 0.267, 0.488], [0.268, 0.061, 0.110], [0.367, -0.143, 0.029], [0.226, -0.177, 0.422], [-0.485, 0.097, 0.061], [-0.314, -0.015, -0.571], [0.117, -0.377, 0.068], [0.367, -0.252, 0.098], [0.058, -0.007, 0.217], [-0.367, 0.045, -0.618], [0.656, 0.406, 0.092], [-0.328, 0.059, -0.722], [0.419, 0.410, 0.074], [-0.381, -1.037, 0.075], [-0.058, 0.070, 0.168], [-0.655, 0.081, 0.481], [-0.275, 0.369, -0.585], [0.811, 0.177, -0.428], [-0.279, 2.224, -0.139], [0.902, 0.115, 0.662], [-0.961, -0.363, 0.089], [-1.786, -1.374, -1.752], [-0.221, 0.335, 0.615], [-0.516, -1.384, 0.571], [-0.113, -0.153, -0.052], [0.028, 0.248, 0.743], [0.185, -0.529, -0.533], [3.489, -0.578, 2.162], [-2.473, 2.305, -1.055], [-0.043, -0.397, -0.404], [-0.085, 0.070, -0.168], [-0.255, -0.404, 0.301], [-0.058, 0.296, 0.040], [0.391, -0.933, 0.289], [0.776, 0.676, -0.291], [0.890, 0.773, 0.234], [0.124, -0.209, -0.202], [0.661, -0.207, -0.488], [-0.199, -0.544, -0.191], [-0.389, 0.310, 0.184], [0.216, -0.211, 0.679], [0.851, -0.353, 0.237], [-0.198, 0.207, 0.633], [-0.351, -0.283, -0.448], [-0.417, -0.742, -0.596], [0.117, 0.238, 0.259], [0.360, 0.925, -0.816], [-0.677, 0.019, -0.527], [0.319, -0.918, -0.394], [0.360, -0.658, 1.931], [0.521, -1.369, -1.228], [-0.847, 0.541, -0.352], [0.277, 0.075, -0.019], [-0.100, -0.040, -0.318], [0.206, 0.693, -0.432], [0.430, -0.104, 0.283], [0.122, 0.506, 0.220], [-0.811, 0.313, 0.132], [0.111, 0.429, 0.710], [-0.578, 0.519, -0.521], [0.343, -0.244, -1.929], [-0.401, -0.267, 3.819], [-0.504, 2.470, -0.341], [0.668, -0.905, -1.847], [-0.026, -0.178, 0.530], [-0.044, 0.008, -0.096], [-0.086, -0.029, -0.036], [0.652, 0.768, 0.446], [-0.613, -0.838, -0.759], [-0.355, -0.100, 0.265], [0.758, -0.041, -0.099], [-0.400, -0.653, 0.049], [-0.874, -1.047, 0.024], [1.291, 0.555, -0.655], [-0.241, 1.172, -0.973], [0.305, -0.487, 0.967], [-0.367, -0.106, 0.119], [-0.276, -0.123, 0.085], [0.634, -0.332, 0.653], [-0.510, -0.042, -0.532], [0.196, -0.197, 0.151], [-0.149, 0.013, 0.011], [-0.129, 0.383, 0.017], [0.106, 0.208, 0.134], [-1.240, -0.962, -0.826], [2.735, -0.835, 0.838], [1.458, 0.329, -0.135], [-1.537, 0.187, -0.628], [-0.261, 0.741, -0.306], [-0.045, -0.400, -0.340], [-0.050, 0.273, 0.850], [-0.301, 0.416, 0.196], [0.046, 0.097, 0.443], [-0.083, -0.163, 0.593], [-0.401, -0.082, -0.433], [-0.310, 0.397, -0.239], [-0.016, 0.262, -0.667], [0.203, -1.776, 0.904], [-1.011, 0.282, -0.025], [0.076, 0.716, -1.279], [-0.179, 0.146, 0.065], [0.179, 0.234, 0.020], [0.117, -0.134, -0.023], [0.421, 0.708, 0.290], [-0.073, 0.099, 0.368], [0.035, -0.349, 0.139], [0.170, 0.057, -0.187], [0.030, -0.243, 0.360], [-0.249, 0.061, 1.135], [-0.916, 2.578, 1.168], [1.056, -0.947, 0.474], [2.306, -0.693, -2.453], [-0.363, -0.306, -0.744], [0.155, -0.142, 0.020], [-0.220, 0.019, -0.048], [-1.043, -0.556, 0.015], [-0.127, 0.046, -0.284], [-0.710, -0.370, 0.206], [0.177, 0.459, 0.519], [-0.008, -0.229, -0.039], [0.669, 0.465, -1.591], [-1.475, 1.105, 1.468], [0.663, -0.782, -0.667], [-0.185, -0.207, 0.425], [-0.381, -0.491, 0.153], [0.327, 0.315, 0.346], [0.323, -0.567, 0.148], [0.183, -0.191, 0.257], [-0.087, 0.290, 0.097], [-0.134, -0.073, 0.009], [-0.025, 0.115, -0.702], [0.127, 0.016, 0.048], [0.152, -0.057, 1.242], [-0.595, -0.700, -2.010], [-1.112, 0.242, -0.166], [1.560, 0.702, 0.147], [0.292, 0.174, -0.217], [-0.256, -0.491, -0.004], [-0.238, 0.426, 0.009], [-0.504, -0.335, -0.143], [0.241, 0.355, 0.625], [-0.217, 0.419, -0.093], [-0.109, -0.360, -0.193], [0.785, -0.372, 0.814], [-0.323, 1.035, -1.020], [0.122, -1.290, 1.545], [0.513, -0.449, -1.353], [0.231, 1.306, 1.042], [-0.055, -0.333, 0.247], [0.162, 0.447, -0.446], [-0.026, -0.042, -0.452], [-0.066, -0.373, 0.439], [-0.212, -0.141, -0.116], [-0.211, 0.123, 0.325], [-0.009, 0.355, 0.320], [-0.130, -0.627, -0.537]], "total_charge": 0, "orbital_gap_ev": 7.88, "spin_multiplicity": 1, "lumo_energy_ha": -0.0027, "homo_energy_ev": -7.95, "smiles": "CC1(C)CCCC(C)(C)N1O.CC1(C)CCCC(C)(C)N1O.CC1(C)CCCC(C)(C)N1O.CC(C)O.CC(C)O.CC(C)O.CC(C)O.CC(C)O.CC(C)O.CC(C)O.CC(C)O.CC(C)O"}